Entry from the Open Molecules 2025 dataset: a molecular structure, C20H26BN11OTi (the ωB97M-V functional and the def2-TZVPD basis).

Properties
**Orbital gap (spin up / spin down)**: 7.06 / 8.41 eV
**Multiplicity**: 4
**Highest occupied orbital energy (spin up / spin down)**: -9.186 / -11.497 eV
**Total charge**: +1
**Expectation value of S²**: 3.758
**LUMO energy (spin up / spin down)**: -2.13 / -3.08 eV

Geometry (Å):
Ti 1.06 0.12 0.07
C -1.39 -2.68 -2.31
C -0.42 -2.51 -1.33
N -0.30 -1.22 -1.01
N -1.22 -0.55 -1.75
C -1.87 -1.41 -2.55
B -1.22 1.00 -1.72
N 0.05 1.49 -2.43
C 0.23 2.16 -3.59
C 1.58 2.27 -3.82
C 2.18 1.62 -2.74
N 1.25 1.15 -1.91
N -1.23 1.52 -0.21
C -2.35 1.97 0.39
C -2.00 2.62 1.55
C -0.61 2.53 1.60
N -0.15 1.87 0.55
N -2.46 1.58 -2.37
C -2.68 2.90 -2.63
C -4.02 3.06 -2.87
C -4.55 1.77 -2.73
N -3.62 0.89 -2.40
H -1.71 -3.60 -2.77
H 0.21 -3.24 -0.85
H -2.66 -1.06 -3.20
H -0.61 2.49 -4.18
H 2.06 2.74 -4.66
H 3.22 1.47 -2.52
H -3.32 1.82 -0.06
H -2.66 3.11 2.25
H 0.07 2.88 2.36
H -1.89 3.62 -2.59
H -4.53 3.97 -3.12
H -5.58 1.44 -2.85
N 5.26 -0.48 0.67
C 4.09 -0.97 0.29
O 3.08 -0.26 0.25
C 4.01 -2.44 -0.06
C 3.21 -3.18 0.96
H 5.34 0.50 0.89
H 6.10 -1.04 0.65
H 5.02 -2.86 -0.16
H 3.53 -2.51 -1.04
H 3.53 -3.20 1.99
H 2.34 -3.74 0.68
C -2.61 -2.10 3.61
C -1.25 -1.56 3.34
C -0.21 -1.21 4.17
C 0.81 -0.74 3.34
N 0.43 -0.80 2.07
N -0.82 -1.31 2.09
C 2.16 -0.22 3.71
H -2.67 -2.48 4.63
H -2.86 -2.90 2.93
H -3.36 -1.31 3.51
H -0.20 -1.28 5.25
H -1.31 -1.45 1.21
H 2.21 0.00 4.77
H 2.39 0.70 3.16
H 2.93 -0.95 3.48


Entry from the Open Molecules 2025 dataset: a molecular structure, C19H36Br12O3 at a distorted geometry (the ωB97M-V functional and the def2-TZVPD basis).

Properties
**Orbital gap**: 7.93 eV
**Highest occupied orbital energy**: -7.732 eV
**LUMO energy**: 0.20 eV

Geometry (Å):
C 6.82 -4.73 0.30
C 7.19 -3.28 -0.18
O 6.08 -2.45 -0.49
C 5.07 -2.46 0.51
C 3.85 -3.32 0.04
C 2.53 -2.60 -0.39
C 1.61 -3.90 -0.36
C 2.07 -4.45 1.01
O 1.48 -4.86 1.93
O 3.45 -4.33 0.98
H 6.54 -4.69 1.37
H 5.95 -5.05 -0.30
H 7.63 -5.46 0.13
H 7.92 -2.80 0.52
H 7.75 -3.41 -1.13
H 5.41 -2.76 1.52
H 4.70 -1.41 0.60
H 4.21 -3.72 -0.94
H 2.01 -1.95 0.34
H 2.47 -2.20 -1.42
H 0.54 -3.77 -0.55
H 2.16 -4.56 -1.08
Br -3.83 -2.25 -1.00
C -2.28 -1.88 0.14
C -1.49 -0.68 -0.36
Br -0.37 -1.16 -1.94
H -1.70 -2.80 0.19
H -2.70 -1.66 1.12
H -0.78 -0.35 0.40
H -2.12 0.14 -0.64
Br -7.40 0.76 2.35
C -7.12 1.28 0.49
C -5.75 0.88 0.01
Br -4.39 2.09 0.70
H -7.31 2.35 0.44
H -7.89 0.75 -0.07
H -5.69 0.97 -1.07
H -5.46 -0.12 0.31
Br -7.34 4.83 2.07
C -5.82 5.19 3.23
C -5.03 6.38 2.75
Br -3.93 5.93 1.21
H -5.23 4.28 3.28
H -6.25 5.39 4.22
H -4.33 6.71 3.52
H -5.66 7.22 2.46
Br 0.72 4.71 -2.35
C 0.92 3.66 -0.72
C 1.04 2.19 -1.03
Br -0.68 1.40 -1.48
H 0.07 3.90 -0.09
H 1.83 4.03 -0.26
H 1.38 1.64 -0.15
H 1.72 1.98 -1.86
Br 1.50 4.26 2.83
C 2.72 5.62 2.15
C 2.22 7.01 2.44
Br 0.77 7.50 1.24
H 2.85 5.43 1.08
H 3.67 5.44 2.66
H 3.00 7.74 2.26
H 1.84 7.12 3.45
Br -3.67 -5.75 -5.06
C -1.87 -5.05 -5.28
C -1.15 -4.97 -3.96
Br -1.76 -3.44 -2.90
H -1.96 -4.09 -5.77
H -1.37 -5.76 -5.94
H -0.08 -4.80 -4.12
H -1.28 -5.86 -3.34


Entry from the Open Molecules 2025 dataset: a molecular structure, C6H12O (the ωB97M-V functional and the def2-TZVPD basis).

Properties
**Orbital gap**: 10.48 eV
**Highest occupied orbital energy**: -9.539 eV
**ΔE to the lowest compared entry with this formula, charge and spin**: 1.011 eV
**LUMO energy**: 0.94 eV

Geometry (Å):
C 1.75 -0.29 -1.23
C 1.06 0.38 -0.06
O 0.70 1.74 -0.34
C -0.59 1.56 0.26
C -0.40 0.03 0.32
C -0.63 -0.60 1.69
C -1.17 -0.72 -0.76
H 2.75 0.15 -1.37
H 1.87 -1.36 -1.06
H 1.18 -0.13 -2.15
H 1.71 0.34 0.83
H -1.40 1.94 -0.38
H -0.65 2.04 1.25
H -0.04 -0.10 2.46
H -0.35 -1.67 1.68
H -1.69 -0.54 1.97
H -0.81 -1.75 -0.85
H -1.06 -0.25 -1.74
H -2.24 -0.76 -0.52


Entry from the Open Molecules 2025 dataset: 2 unconnected molecules or ions with the total composition C10H18N3O at a distorted geometry (the ωB97M-V functional and the def2-TZVPD basis).

Properties
**Orbital gap (spin up / spin down)**: 8.02 / 8.02 eV
**Highest occupied orbital energy (spin up / spin down)**: -11.723 / -11.723 eV
**Total charge**: +1
**ΔE to the lowest compared entry with this formula, charge and spin**: 5.577 eV
**LUMO energy (spin up / spin down)**: -3.70 / -3.70 eV

Geometry (Å):
C -0.31 1.06 -3.49
C -0.22 -0.23 -3.04
C -1.42 1.81 -2.87
C -2.39 -0.16 -1.98
C -1.14 -0.68 -2.07
C -0.50 1.46 -0.70
C 0.90 2.25 1.30
C 2.34 -2.38 3.49
C -0.20 1.30 0.70
C 2.24 -1.18 2.45
N -0.90 2.12 -1.60
N -3.53 -0.69 -1.58
N 1.02 -1.32 1.63
O -2.61 1.10 -2.47
H 0.27 1.51 -4.38
H 0.53 -0.87 -3.34
H -1.82 2.74 -3.38
H -1.01 -1.67 -1.67
H 1.04 1.75 2.34
H 0.83 3.38 1.34
H 1.86 2.06 0.80
H 3.32 -2.38 3.85
H 1.68 -2.25 4.31
H 2.18 -3.46 3.15
H -1.09 1.25 1.23
H 0.17 0.28 0.76
H 3.15 -1.37 1.90
H 2.22 -0.29 3.01
H -3.70 -1.66 -1.24
H -4.33 0.03 -1.54
H 1.08 -1.90 0.75
H 0.35 -1.65 2.33


Copy entry 2 word for word.
Entry from the Open Molecules 2025 dataset: a molecular structure, C19H36Br12O3 at a distorted geometry (the ωB97M-V functional and the def2-TZVPD basis).

Properties
**Orbital gap**: 7.93 eV
**Highest occupied orbital energy**: -7.732 eV
**LUMO energy**: 0.20 eV

Geometry (Å):
C 6.82 -4.73 0.30
C 7.19 -3.28 -0.18
O 6.08 -2.45 -0.49
C 5.07 -2.46 0.51
C 3.85 -3.32 0.04
C 2.53 -2.60 -0.39
C 1.61 -3.90 -0.36
C 2.07 -4.45 1.01
O 1.48 -4.86 1.93
O 3.45 -4.33 0.98
H 6.54 -4.69 1.37
H 5.95 -5.05 -0.30
H 7.63 -5.46 0.13
H 7.92 -2.80 0.52
H 7.75 -3.41 -1.13
H 5.41 -2.76 1.52
H 4.70 -1.41 0.60
H 4.21 -3.72 -0.94
H 2.01 -1.95 0.34
H 2.47 -2.20 -1.42
H 0.54 -3.77 -0.55
H 2.16 -4.56 -1.08
Br -3.83 -2.25 -1.00
C -2.28 -1.88 0.14
C -1.49 -0.68 -0.36
Br -0.37 -1.16 -1.94
H -1.70 -2.80 0.19
H -2.70 -1.66 1.12
H -0.78 -0.35 0.40
H -2.12 0.14 -0.64
Br -7.40 0.76 2.35
C -7.12 1.28 0.49
C -5.75 0.88 0.01
Br -4.39 2.09 0.70
H -7.31 2.35 0.44
H -7.89 0.75 -0.07
H -5.69 0.97 -1.07
H -5.46 -0.12 0.31
Br -7.34 4.83 2.07
C -5.82 5.19 3.23
C -5.03 6.38 2.75
Br -3.93 5.93 1.21
H -5.23 4.28 3.28
H -6.25 5.39 4.22
H -4.33 6.71 3.52
H -5.66 7.22 2.46
Br 0.72 4.71 -2.35
C 0.92 3.66 -0.72
C 1.04 2.19 -1.03
Br -0.68 1.40 -1.48
H 0.07 3.90 -0.09
H 1.83 4.03 -0.26
H 1.38 1.64 -0.15
H 1.72 1.98 -1.86
Br 1.50 4.26 2.83
C 2.72 5.62 2.15
C 2.22 7.01 2.44
Br 0.77 7.50 1.24
H 2.85 5.43 1.08
H 3.67 5.44 2.66
H 3.00 7.74 2.26
H 1.84 7.12 3.45
Br -3.67 -5.75 -5.06
C -1.87 -5.05 -5.28
C -1.15 -4.97 -3.96
Br -1.76 -3.44 -2.90
H -1.96 -4.09 -5.77
H -1.37 -5.76 -5.94
H -0.08 -4.80 -4.12
H -1.28 -5.86 -3.34


Copy entry 1 word for word.
Entry from the Open Molecules 2025 dataset: a molecular structure, C20H26BN11OTi (the ωB97M-V functional and the def2-TZVPD basis).

Properties
**Orbital gap (spin up / spin down)**: 7.06 / 8.41 eV
**Multiplicity**: 4
**Highest occupied orbital energy (spin up / spin down)**: -9.186 / -11.497 eV
**Total charge**: +1
**Expectation value of S²**: 3.758
**LUMO energy (spin up / spin down)**: -2.13 / -3.08 eV

Geometry (Å):
Ti 1.06 0.12 0.07
C -1.39 -2.68 -2.31
C -0.42 -2.51 -1.33
N -0.30 -1.22 -1.01
N -1.22 -0.55 -1.75
C -1.87 -1.41 -2.55
B -1.22 1.00 -1.72
N 0.05 1.49 -2.43
C 0.23 2.16 -3.59
C 1.58 2.27 -3.82
C 2.18 1.62 -2.74
N 1.25 1.15 -1.91
N -1.23 1.52 -0.21
C -2.35 1.97 0.39
C -2.00 2.62 1.55
C -0.61 2.53 1.60
N -0.15 1.87 0.55
N -2.46 1.58 -2.37
C -2.68 2.90 -2.63
C -4.02 3.06 -2.87
C -4.55 1.77 -2.73
N -3.62 0.89 -2.40
H -1.71 -3.60 -2.77
H 0.21 -3.24 -0.85
H -2.66 -1.06 -3.20
H -0.61 2.49 -4.18
H 2.06 2.74 -4.66
H 3.22 1.47 -2.52
H -3.32 1.82 -0.06
H -2.66 3.11 2.25
H 0.07 2.88 2.36
H -1.89 3.62 -2.59
H -4.53 3.97 -3.12
H -5.58 1.44 -2.85
N 5.26 -0.48 0.67
C 4.09 -0.97 0.29
O 3.08 -0.26 0.25
C 4.01 -2.44 -0.06
C 3.21 -3.18 0.96
H 5.34 0.50 0.89
H 6.10 -1.04 0.65
H 5.02 -2.86 -0.16
H 3.53 -2.51 -1.04
H 3.53 -3.20 1.99
H 2.34 -3.74 0.68
C -2.61 -2.10 3.61
C -1.25 -1.56 3.34
C -0.21 -1.21 4.17
C 0.81 -0.74 3.34
N 0.43 -0.80 2.07
N -0.82 -1.31 2.09
C 2.16 -0.22 3.71
H -2.67 -2.48 4.63
H -2.86 -2.90 2.93
H -3.36 -1.31 3.51
H -0.20 -1.28 5.25
H -1.31 -1.45 1.21
H 2.21 0.00 4.77
H 2.39 0.70 3.16
H 2.93 -0.95 3.48